[1]
Molecular formula: C47H36EuF3N5O9Se2
Method: DFT, the ωB97M-V functional and the def2-TZVPD basis

CARTESIAN COORDINATES (ANGSTROEM)
Eu: -0.77 -0.02 -0.49
O: -4.55 1.52 -2.25
C: -3.40 1.16 -1.95
O: -2.97 0.80 -0.80
C: -2.41 1.02 -3.09
C: -2.74 1.50 -4.38
C: -2.10 1.05 -5.50
C: -1.05 0.19 -5.30
C: -0.73 -0.24 -3.98
N: -1.44 0.15 -2.90
C: 0.50 -1.12 -3.92
O: 1.30 -1.03 -4.81
O: 1.31 0.46 -1.78
H: -3.54 2.20 -4.41
H: -2.42 1.38 -6.48
H: -0.46 -0.26 -6.12
O: 2.24 -5.82 -4.01
C: 0.94 -5.95 -3.46
C: 0.40 -4.55 -3.12
C: -0.79 -4.42 -2.48
C: -1.07 -3.22 -1.77
N: -0.30 -2.19 -1.85
C: 0.86 -2.13 -2.73
C: 1.21 -3.48 -3.38
C: 2.15 -1.71 -2.07
C: 3.27 -2.59 -1.98
C: 4.41 -2.14 -1.37
C: 5.61 -3.06 -1.32
O: 5.32 -4.26 -2.06
C: 4.47 -0.87 -0.78
C: 3.42 -0.01 -0.96
N: 2.28 -0.41 -1.60
H: 2.54 -6.74 -4.11
H: 0.95 -6.47 -2.48
H: 0.34 -6.53 -4.19
H: -1.52 -5.23 -2.31
H: -2.03 -3.19 -1.27
H: 2.18 -3.65 -3.89
H: 3.24 -3.63 -2.37
H: 5.77 -3.22 -0.23
H: 6.51 -2.61 -1.74
H: 6.09 -4.86 -1.95
H: 5.39 -0.63 -0.24
H: 3.37 1.06 -0.72
Se: -4.57 0.78 3.55
Se: -4.98 0.57 1.25
C: -4.61 -1.34 1.27
C: -5.72 -2.17 1.43
C: -5.53 -3.52 1.73
C: -4.22 -4.05 1.59
C: -3.26 -3.15 1.16
N: -3.42 -1.81 1.03
C: -3.44 2.28 3.33
C: -3.88 3.54 3.77
C: -3.08 4.68 3.61
C: -1.84 4.52 3.01
C: -1.47 3.21 2.61
N: -2.25 2.13 2.82
H: -6.73 -1.76 1.32
H: -6.34 -4.12 2.03
H: -3.98 -5.10 1.78
H: -2.23 -3.50 0.89
H: -4.86 3.62 4.18
H: -3.37 5.67 3.88
H: -1.17 5.33 2.81
H: -0.54 3.03 2.10
C: 0.01 -4.96 5.01
O: 1.20 -4.10 5.19
C: 1.21 -3.00 4.39
C: 2.23 -2.07 4.72
C: 2.34 -0.89 4.00
C: 1.48 -0.58 2.93
C: 1.59 0.66 2.19
C: 2.67 1.68 2.56
O: 0.86 0.90 1.19
C: 0.51 -1.58 2.53
O: -0.34 -1.39 1.56
C: 0.35 -2.72 3.35
H: 0.22 -5.90 5.58
H: -0.19 -5.20 3.96
H: -0.85 -4.40 5.47
H: 2.89 -2.37 5.51
H: 3.12 -0.21 4.35
H: 3.66 1.23 2.48
H: 2.46 2.04 3.58
H: 2.59 2.50 1.83
H: -0.47 -3.41 3.11
F: 1.68 9.73 -1.44
C: 1.74 9.00 -0.29
F: 1.07 9.74 0.63
F: 3.04 9.00 0.13
C: 1.16 7.68 -0.47
C: -0.05 7.42 0.21
C: -0.66 6.21 0.06
C: 0.02 5.20 -0.70
C: 1.20 5.49 -1.40
C: 1.82 6.72 -1.25
C: -0.42 3.83 -0.61
C: -0.67 2.65 -0.32
H: -0.53 8.25 0.73
H: -1.65 6.03 0.50
H: 1.65 4.73 -1.99
H: 2.77 7.02 -1.80

E_HOMO (spin up / spin down)	0.01 / -1.23	eV
energy above the lowest of the compared OMol25 structures with the same formula, charge and spin	0.0	kJ/mol
multiplicity	8
<S²>	15.759
net charge	-2

[2]
Molecular formula: C47H36EuF3N5O9Se2
Method: DFT, the ωB97M-V functional and the def2-TZVPD basis

CARTESIAN COORDINATES (ANGSTROEM)
Eu: 1.23 -1.37 0.58
O: -4.38 0.00 0.23
C: -4.34 0.16 1.39
O: -2.75 2.71 1.13
C: -3.66 -0.08 2.63
C: -3.91 0.64 3.82
C: -3.12 0.24 4.88
C: -2.18 -0.74 4.62
C: -1.93 -1.33 3.30
N: -2.79 -1.05 2.35
C: -0.88 -2.40 3.22
O: -0.86 -3.39 3.91
O: 0.15 -1.95 2.45
H: -4.74 1.30 3.87
H: -3.10 0.80 5.81
H: -1.66 -1.32 5.35
O: -3.49 -3.47 -4.70
C: -2.78 -2.24 -4.71
C: -1.92 -2.16 -3.46
C: -1.29 -0.95 -3.05
C: -0.64 -0.93 -1.83
N: -0.46 -2.02 -1.03
C: -1.01 -3.22 -1.44
C: -1.82 -3.27 -2.58
C: -0.66 -4.39 -0.60
C: -1.31 -5.65 -0.83
C: -1.12 -6.70 0.04
C: -1.92 -7.98 -0.12
O: -2.60 -7.97 -1.37
C: -0.20 -6.49 1.09
C: 0.26 -5.18 1.29
N: 0.27 -4.26 0.34
H: -4.11 -3.56 -5.46
H: -3.43 -1.35 -4.71
H: -2.15 -2.06 -5.60
H: -1.29 -0.10 -3.71
H: -0.14 0.01 -1.55
H: -2.31 -4.18 -2.89
H: -1.95 -5.82 -1.76
H: -2.55 -8.05 0.80
H: -1.24 -8.83 -0.09
H: -3.08 -8.84 -1.45
H: 0.08 -7.29 1.84
H: 0.83 -4.93 2.16
Se: 3.49 -1.59 3.45
Se: 4.80 -0.16 5.14
C: 3.35 1.05 5.74
C: 3.79 2.37 5.93
C: 2.87 3.23 6.49
C: 1.56 2.85 6.61
C: 1.19 1.55 6.23
N: 2.09 0.67 5.75
C: 4.40 -2.40 2.05
C: 5.51 -3.27 2.16
C: 6.20 -3.73 0.99
C: 5.58 -3.42 -0.22
C: 4.41 -2.60 -0.21
N: 3.80 -2.18 0.90
H: 4.87 2.55 5.95
H: 3.24 4.20 6.85
H: 0.84 3.57 7.00
H: 0.13 1.16 6.35
H: 5.88 -3.65 3.13
H: 6.98 -4.43 1.15
H: 5.96 -3.84 -1.15
H: 3.97 -2.20 -1.14
C: 5.44 2.09 -4.62
O: 4.77 3.07 -3.85
C: 3.92 2.70 -2.82
C: 3.52 3.70 -1.88
C: 2.66 3.47 -0.84
C: 2.08 2.21 -0.58
C: 1.07 2.07 0.46
C: 0.72 3.31 1.19
O: 0.58 0.96 0.79
C: 2.61 1.09 -1.40
O: 2.44 -0.18 -1.19
C: 3.44 1.41 -2.58
H: 6.21 2.65 -5.16
H: 4.76 1.50 -5.28
H: 5.99 1.34 -4.01
H: 3.95 4.68 -2.01
H: 2.50 4.24 -0.16
H: 0.51 4.17 0.51
H: 1.59 3.61 1.78
H: -0.13 3.10 1.81
H: 3.64 0.65 -3.29
F: -4.72 7.45 -5.77
C: -5.11 7.38 -4.41
F: -6.51 7.07 -4.41
F: -4.98 8.61 -3.92
C: -4.46 6.26 -3.67
C: -5.07 4.95 -3.81
C: -4.68 3.93 -3.00
C: -3.40 4.09 -2.29
C: -2.61 5.28 -2.43
C: -3.21 6.37 -3.07
C: -3.01 3.32 -1.21
C: -2.75 2.94 -0.04
H: -5.95 4.85 -4.46
H: -5.27 2.98 -2.92
H: -1.67 5.32 -1.96
H: -2.80 7.31 -2.80

E_HOMO (spin up / spin down)	-0.53 / -1.88	eV
energy above the lowest of the compared OMol25 structures with the same formula, charge and spin	275.3	kJ/mol
multiplicity	8
<S²>	15.845
net charge	-2

[3]
Molecular formula: C47H37AsBrF6N3P2PbS2
Method: DFT, the ωB97M-V functional and the def2-TZVPD basis

CARTESIAN COORDINATES (ANGSTROEM)
Pb: 0.65 -0.04 1.93
S: -0.69 -2.28 0.88
P: -0.92 -1.49 -0.96
C: -0.19 0.10 -1.27
P: -1.29 1.49 -1.37
S: -2.27 1.97 0.27
C: -2.40 1.12 -2.78
C: -1.89 0.56 -3.94
C: -2.72 0.34 -5.03
C: -4.06 0.67 -4.96
C: -4.57 1.23 -3.80
C: -3.74 1.46 -2.71
C: -0.30 2.93 -1.91
C: -0.36 3.46 -3.20
C: 0.38 4.59 -3.52
C: 1.18 5.20 -2.56
C: 1.22 4.69 -1.27
C: 0.48 3.57 -0.94
C: -0.12 -2.66 -2.12
C: 0.60 -2.20 -3.22
C: 1.17 -3.09 -4.12
C: 1.03 -4.46 -3.92
C: 0.32 -4.92 -2.81
C: -0.24 -4.03 -1.92
C: -2.68 -1.62 -1.43
C: -3.06 -2.07 -2.69
C: -4.40 -2.19 -3.02
C: -5.37 -1.85 -2.09
C: -5.00 -1.40 -0.83
C: -3.66 -1.29 -0.50
H: -0.84 0.30 -3.99
H: -2.31 -0.11 -5.94
H: -4.72 0.49 -5.81
H: -5.62 1.49 -3.73
H: -4.13 1.89 -1.79
H: -0.98 3.00 -3.95
H: 0.32 4.99 -4.52
H: 1.76 6.08 -2.82
H: 1.83 5.16 -0.51
H: 0.49 3.21 0.08
H: 0.74 -1.13 -3.34
H: 1.73 -2.72 -4.97
H: 1.48 -5.16 -4.61
H: 0.22 -5.99 -2.64
H: -0.78 -4.39 -1.05
H: -2.31 -2.33 -3.43
H: -4.69 -2.53 -4.01
H: -6.42 -1.94 -2.35
H: -5.75 -1.13 -0.10
H: -3.36 -0.93 0.47
C: -5.02 -1.72 4.17
C: -3.92 -0.71 4.32
C: -4.01 0.38 5.18
C: -2.97 1.29 5.26
C: -1.86 1.08 4.46
Br: -0.41 2.29 4.54
N: -1.75 0.06 3.63
C: -2.75 -0.81 3.57
H: -5.74 -1.64 4.99
H: -4.62 -2.73 4.17
H: -5.55 -1.57 3.23
H: -4.89 0.52 5.80
H: -3.01 2.15 5.92
H: -2.62 -1.63 2.87
C: 1.32 -2.91 5.52
C: 2.70 -3.03 5.56
C: 3.46 -2.49 4.54
C: 2.84 -1.82 3.48
C: 1.45 -1.62 3.46
C: 0.71 -2.20 4.49
C: 3.66 -1.38 2.32
C: 4.88 -1.98 2.01
C: 5.58 -1.56 0.91
C: 5.08 -0.51 0.12
C: 5.83 0.01 -0.98
C: 5.36 1.12 -1.69
C: 4.17 1.70 -1.37
C: 3.28 1.22 -0.27
C: 3.83 0.02 0.47
N: 3.17 -0.41 1.54
H: 0.71 -3.36 6.30
H: 3.18 -3.54 6.39
H: 4.54 -2.57 4.58
H: -0.36 -2.09 4.51
H: 5.25 -2.79 2.62
H: 6.53 -2.01 0.65
H: 6.78 -0.45 -1.24
H: 5.95 1.53 -2.50
H: 3.82 2.57 -1.91
H: 3.22 2.02 0.48
N: 1.94 1.05 -0.87
C: 1.06 0.11 -0.60
H: 1.71 1.83 -1.49
F: 2.30 3.01 2.20
As: 3.40 4.37 2.25
F: 2.08 5.42 1.80
F: 3.03 4.60 3.92
F: 4.48 5.73 2.27
F: 4.70 3.29 2.64
F: 3.74 4.13 0.55

E_HOMO (spin up / spin down)	-4.64 / -4.65	eV
energy above the lowest of the compared OMol25 structures with the same formula, charge and spin	0.0	kJ/mol
multiplicity	2
<S²>	0.793
net charge	-1

[4]
Molecular formula: C47H37N11OSTc
Method: DFT, the ωB97M-V functional and the def2-TZVPD basis

CARTESIAN COORDINATES (ANGSTROEM)
Tc: 0.08 0.25 -0.39
C: -2.41 1.40 -2.67
C: -1.81 0.10 -3.09
C: -2.28 -0.43 -4.31
C: -1.79 -1.60 -4.79
C: -0.79 -2.27 -4.06
C: -0.25 -3.50 -4.50
C: 0.76 -4.11 -3.80
C: 1.29 -3.49 -2.67
C: 0.77 -2.29 -2.21
S: 1.52 -1.47 -0.88
C: -0.32 -1.66 -2.86
N: -0.86 -0.49 -2.37
H: -2.05 2.18 -3.35
H: -2.17 1.66 -1.65
H: -3.49 1.36 -2.79
H: -3.03 0.12 -4.86
H: -2.13 -2.02 -5.73
H: -0.65 -3.93 -5.40
H: 1.17 -5.05 -4.13
H: 2.11 -3.94 -2.13
C: 3.31 2.47 -4.42
N: 2.24 2.26 -3.47
C: 2.12 1.37 -2.49
N: 1.02 1.63 -1.78
C: 0.52 2.74 -2.39
N: 1.24 3.13 -3.40
C: 3.93 3.81 -4.08
C: 3.76 4.93 -4.88
C: 4.26 6.16 -4.47
C: 4.91 6.29 -3.25
C: 5.05 5.17 -2.43
C: 4.57 3.93 -2.87
C: 5.63 5.22 -1.11
N: 6.40 6.11 -0.55
N: 6.70 5.67 0.65
C: 6.12 4.52 0.84
O: 5.40 4.19 -0.26
C: 6.19 3.60 1.94
C: 7.34 3.55 2.73
C: 7.45 2.57 3.70
C: 6.42 1.67 3.90
C: 5.24 1.74 3.14
C: 4.16 0.73 3.47
N: 2.90 0.84 2.77
C: 2.58 0.68 1.49
N: 1.26 0.74 1.34
C: 0.81 0.95 2.61
N: 1.78 1.01 3.48
C: 5.14 2.71 2.16
H: 2.89 2.47 -5.43
H: 4.03 1.66 -4.33
H: 2.80 0.55 -2.32
H: -0.35 3.27 -2.07
H: 3.22 4.85 -5.82
H: 4.14 7.02 -5.10
H: 5.28 7.24 -2.91
H: 4.72 3.06 -2.24
H: 8.14 4.25 2.55
H: 8.34 2.50 4.30
H: 6.52 0.91 4.66
H: 3.91 0.82 4.53
H: 4.56 -0.27 3.31
H: 3.29 0.53 0.70
H: -0.22 1.05 2.89
H: 4.25 2.80 1.56
C: -1.13 4.09 1.44
C: -2.36 3.87 2.05
C: -3.01 2.68 1.79
C: -2.42 1.73 0.95
N: -1.19 1.90 0.43
C: -0.58 3.07 0.69
C: -3.19 0.54 0.58
C: -4.56 0.62 0.35
C: -5.28 -0.48 -0.05
C: -4.60 -1.69 -0.23
C: -3.26 -1.74 0.03
N: -2.56 -0.66 0.43
H: -0.61 5.02 1.56
H: -2.80 4.60 2.71
H: -3.96 2.47 2.26
H: 0.40 3.19 0.26
H: -5.06 1.57 0.47
H: -6.35 -0.42 -0.22
H: -5.13 -2.58 -0.55
H: -2.70 -2.66 -0.07
C: -1.18 -0.85 0.73
C: -0.95 -1.86 1.73
C: 0.34 -2.37 1.96
C: 0.58 -3.36 2.88
C: -0.46 -3.84 3.68
C: -1.73 -3.30 3.53
C: -1.98 -2.33 2.59
H: 1.16 -2.01 1.36
H: 1.58 -3.76 2.98
H: -0.27 -4.61 4.41
H: -2.53 -3.64 4.16
H: -2.97 -1.92 2.53

E_HOMO (spin up / spin down)	-13.91 / -13.91	eV
net charge	+3